No. 1
The following is a DFT calculation (wB97M-V/def2-TZVPD) of a cluster of 10 separate species, C50H101BFN3O15P in total in a non-equilibrium geometry.

Properties
LUMO energy = -3.987 eV
ΔE to the lowest compared entry with this formula, charge and spin = 183.8 kcal per mole
electronic energy = -3724.251267 Eh
net charge = +1
frontier orbital gap = 5.64 eV
HOMO = -9.63 eV

Element x y z (Å)
1 C 4.75212 -1.61484 2.38100
2 C 4.07294 -1.54574 0.90263
3 C 3.66769 -0.00297 0.64995
4 C 3.56871 0.40575 -0.93523
5 C 2.03446 0.40197 -1.42310
6 C 1.68801 1.56758 -2.49508
7 C 0.41980 1.06290 -3.33973
8 C -0.94775 1.84175 -3.03715
9 C -1.37463 1.79212 -1.46015
10 C -2.83468 1.22553 -1.19642
11 C -3.00011 0.04650 -0.13183
12 P -1.65370 -1.21672 -0.39469
13 O -1.33994 -1.70541 -1.98739
14 O -1.44335 -2.39495 0.81008
15 C -2.75629 0.50202 1.42359
16 C -1.26353 0.60948 1.97162
17 N -1.12304 1.54494 3.15888
18 C 0.04935 2.45766 2.96765
19 C -3.75136 -0.62381 2.05230
20 B -3.38987 -0.93027 3.60605
21 O -2.21677 -1.58462 4.09339
22 O -4.37379 -0.54090 4.60273
23 C -4.28860 -1.38887 5.78594
24 N -4.70880 -1.13639 1.25942
25 C -5.71786 -2.13046 1.69275
26 C -5.18859 -3.53549 2.19901
27 O -6.06694 -4.39865 2.47955
28 O -3.84075 -3.94278 2.34611
29 C -4.57852 -0.37025 -0.05211
30 C -5.62684 0.83730 0.33585
31 N -6.11013 1.67154 -0.77634
32 C -5.24094 -0.95366 -1.37348
33 F -6.68603 -1.16660 -1.27023
34 C -4.64030 -2.29828 -1.98404
35 C -4.27509 -3.46592 -0.97551
36 H 3.99299 -1.29769 3.17988
37 H 5.65407 -0.91561 2.47882
38 H 5.06359 -2.69186 2.65394
39 H 4.81223 -1.97676 0.15132
40 H 3.16929 -2.25557 0.95997
41 H 2.68590 0.18124 1.21057
42 H 4.46694 0.64747 1.17502
43 H 4.09900 -0.45001 -1.48694
44 H 4.11059 1.39709 -1.10350
45 H 1.84350 -0.62125 -1.91604
46 H 1.38511 0.43441 -0.48451
47 H 1.46203 2.54603 -1.92245
48 H 2.61312 1.80314 -3.14330
49 H 0.66777 1.23368 -4.45703
50 H 0.21294 -0.05253 -3.20444
51 H -0.85604 2.93863 -3.38870
52 H -1.76731 1.36780 -3.67730
53 H -0.50971 1.29115 -0.92547
54 H -1.35973 2.90003 -1.12691
55 H -3.47871 2.10626 -0.81196
56 H -3.28729 0.91893 -2.20916
57 H -1.75210 -1.07058 -2.63048
58 H -1.08053 -3.20202 0.36243
59 H -3.11628 1.59220 1.43291
60 H -0.80449 -0.39787 2.30441
61 H -0.50765 1.01925 1.19685
62 H -1.97832 2.11754 3.20656
63 H 0.98275 1.80269 2.89755
64 H 0.10066 3.11521 3.91586
65 H -0.12633 3.09178 2.03076
66 H -2.05243 -2.44429 3.64784
67 H -5.28845 -1.32925 6.36008
68 H -4.11475 -2.49325 5.57042
69 H -3.47777 -0.93563 6.46896
70 H -6.53898 -2.34571 0.91438
71 H -6.28443 -1.65505 2.58292
72 H -3.80962 -4.48194 3.16844
73 H -5.23735 1.51760 1.16619
74 H -6.55746 0.31176 0.78515
75 H -5.46224 1.80574 -1.55565
76 H -6.34181 2.61178 -0.41327
77 H -5.13545 -0.18909 -2.23380
78 H -5.45557 -2.71590 -2.68896
79 H -3.79154 -1.98820 -2.70382
80 H -3.70323 -3.12190 -0.05281
81 H -3.61863 -4.24051 -1.52817
82 H -5.18906 -4.05045 -0.60691
83 C 2.64126 -4.49434 -2.39913
84 C 3.39843 -3.21003 -2.59820
85 O 3.41599 -2.34858 -1.73640
86 C 4.13267 -3.03065 -3.90011
87 H 2.16410 -4.48306 -1.41749
88 H 1.86743 -4.59368 -3.16407
89 H 3.32946 -5.34058 -2.44364
90 H 3.42640 -3.06323 -4.73257
91 H 4.88666 -3.81288 -4.01267
92 H 4.63267 -2.05954 -3.90312
93 C 4.39819 -6.74063 2.37556
94 C 3.50844 -5.94955 1.45422
95 O 3.67741 -5.95921 0.24896
96 C 2.40100 -5.14524 2.08200
97 H 5.15002 -7.27008 1.78628
98 H 4.90710 -6.06782 3.06929
99 H 3.80521 -7.47388 2.92619
100 H 2.82138 -4.40150 2.76257
101 H 1.71912 -5.80787 2.61971
102 H 1.84192 -4.62705 1.29942
103 C 3.46639 5.96247 2.97903
104 C 3.40445 4.49092 3.28330
105 O 3.27639 3.66441 2.39715
106 C 3.50687 4.07829 4.72791
107 H 3.38050 6.11273 1.90039
108 H 2.63954 6.47828 3.47169
109 H 4.42183 6.37156 3.31437
110 H 2.68199 4.51207 5.29745
111 H 4.46387 4.40409 5.14067
112 H 3.44741 2.98971 4.79865
113 C 1.75960 7.82483 7.47305
114 C 1.09603 7.44198 6.17786
115 O 1.72138 7.40496 5.13235
116 C -0.37040 7.10676 6.22461
117 H 2.81460 8.03971 7.28932
118 H 1.28612 8.71918 7.88307
119 H 1.68899 6.99990 8.18493
120 H -0.93696 7.96972 6.57940
121 H -0.53500 6.25011 6.88144
122 H -0.71544 6.84970 5.22036
123 C -3.55533 -5.30153 -6.10231
124 C -4.63252 -5.05336 -5.08090
125 O -4.66832 -4.01885 -4.43713
126 C -5.66383 -6.13208 -4.88525
127 H -2.88343 -4.44122 -6.13631
128 H -2.97775 -6.18613 -5.82590
129 H -4.00277 -5.43522 -7.08930
130 H -5.17984 -7.05354 -4.55481
131 H -6.20485 -6.30268 -5.81825
132 H -6.37655 -5.81715 -4.11995
133 C -2.07935 10.77418 9.38864
134 C -2.35312 9.31165 9.15911
135 O -1.47322 8.47783 9.27303
136 C -3.75758 8.92020 8.78316
137 H -1.02814 10.90858 9.65223
138 H -2.28665 11.33881 8.47710
139 H -2.69616 11.14331 10.21062
140 H -4.03941 9.40248 7.84468
141 H -4.44895 9.20702 9.57824
142 H -3.80788 7.83746 8.64929
143 C 0.06667 3.94114 -6.40210
144 C 0.49946 2.76890 -7.24239
145 O 1.17671 1.87159 -6.77463
146 C 0.06259 2.74928 -8.68262
147 H 0.45357 3.82166 -5.38741
148 H 0.46559 4.86684 -6.82192
149 H -1.02377 3.98468 -6.35830
150 H 0.46142 3.62214 -9.20397
151 H -1.02786 2.73979 -8.74027
152 H 0.44613 1.84771 -9.16506
153 C 1.87856 -2.40002 -10.09115
154 C 1.05870 -1.59010 -9.12180
155 O -0.09503 -1.28819 -9.36738
156 C 1.72070 -1.16795 -7.83745
157 H 1.27404 -2.63262 -10.97046
158 H 2.75216 -1.82689 -10.40869
159 H 2.19013 -3.33615 -9.62302
160 H 2.58679 -0.53966 -8.05497
161 H 2.02496 -2.04993 -7.26887
162 H 1.01321 -0.59211 -7.23844
163 C 8.88186 -6.29647 -0.11920
164 C 7.98988 -5.50601 -1.03969
165 O 8.15727 -5.51604 -2.24465
166 C 6.88283 -4.70283 -0.41093
167 H 9.63323 -6.82523 -0.70943
168 H 9.39117 -5.62325 0.57364
169 H 8.29009 -7.03020 0.43239
170 H 7.30326 -3.95816 0.26887
171 H 6.20207 -5.36596 0.12711
172 H 6.32211 -4.18569 -1.19274

Here are the Mulliken charges for atoms 1 to 8, given in e: -1.276, 0.459, 0.122, -0.635, 1.557, -0.787, 0.305, -1.051

---

No. 2
The following is a DFT calculation (wB97M-V/def2-TZVPD) of a structure of composition C14H26N4O5Ta in a non-equilibrium geometry.

Properties
LUMO energy = -11.728 eV
electronic energy = -1200.458079 Eh
net charge = +3
frontier orbital gap = 8.00 eV
HOMO = -19.72 eV

Element x y z (Å)
1 Ta -0.03540 -0.18461 0.11116
2 N 0.65807 1.64203 1.30828
3 C -0.04186 1.89510 2.61196
4 C -1.29924 1.05593 2.68801
5 N -1.03012 -0.35640 2.24688
6 C -0.12845 -1.04164 3.23746
7 C 0.70559 -2.09724 2.56057
8 N 1.43605 -1.44060 1.42519
9 C -2.32999 -1.11797 2.17930
10 C -2.96300 -0.96378 0.82434
11 N -1.93885 -1.39136 -0.17411
12 H 0.46315 2.41729 0.66314
13 H 1.66833 1.70317 1.44048
14 H 0.64734 1.68644 3.42416
15 H -0.30875 2.94689 2.69071
16 H -1.68374 1.05195 3.70960
17 H -2.07839 1.46834 2.04403
18 H 0.52287 -0.30362 3.70035
19 H -0.73288 -1.47582 4.03408
20 H 1.40696 -2.53268 3.26891
21 H 0.10205 -2.91087 2.15731
22 H 2.21072 -0.89889 1.81179
23 H 1.90679 -2.16457 0.87796
24 H -2.10941 -2.17173 2.35778
25 H -2.99657 -0.78363 2.97471
26 H -3.86163 -1.57188 0.74816
27 H -3.24160 0.06635 0.60609
28 H -1.84373 -2.40841 -0.17532
29 H -2.23148 -1.15313 -1.13285
30 O 1.56406 0.41443 -1.08650
31 C 0.98167 -0.34669 -1.94873
32 O 0.46765 -1.41240 -1.38208
33 C 0.55118 0.10592 -3.30599
34 C -0.50158 -0.86528 -3.88229
35 C -0.81758 -0.50463 -5.32861
36 C -1.67183 0.77526 -5.15346
37 C -1.70307 0.91130 -3.63236
38 O -1.66819 -0.44459 -3.14405
39 C -0.31883 1.45505 -3.15453
40 C -0.37830 1.98894 -1.74761
41 O 0.05328 2.98731 -1.31282
42 O -1.00286 1.04911 -0.80973
43 H 1.42217 0.25582 -3.94674
44 H -0.28829 -1.91366 -3.69755
45 H 0.07822 -0.35869 -5.93175
46 H -1.39542 -1.30650 -5.77973
47 H -1.24077 1.65438 -5.63087
48 H -2.67787 0.64580 -5.54313
49 H -2.55916 1.44404 -3.22654
50 H 0.06295 2.26550 -3.76600

Here are the Mulliken charges for atoms 1 to 8, given in e: 2.455, -0.558, -0.948, -0.717, -0.015, -0.607, -0.812, -0.675

---

No. 3
The following is a DFT calculation (wB97M-V/def2-TZVPD) of a cluster of 5 separate species, C31H47Cl15FIN2O3S in total in a non-equilibrium geometry.

Properties
LUMO energy = -0.951 eV
electronic energy = -9242.354426 Eh
net charge = 0
frontier orbital gap = 6.37 eV
HOMO = -7.32 eV

Element x y z (Å)
1 C 1.85544 1.34233 2.29951
2 C 1.06729 0.73434 1.27004
3 N 0.19116 -0.01924 0.23187
4 C -0.58171 -0.88085 1.18761
5 C 0.09084 -1.83735 2.26450
6 C 1.58315 -2.38055 2.23785
7 I -0.12715 -0.97142 4.33250
8 C -0.62861 1.16814 -0.34291
9 C -0.98197 2.38220 0.69233
10 C -0.01664 3.69135 0.86484
11 O -0.24517 4.24844 2.24003
12 C 0.98953 4.87993 2.74304
13 C 1.17798 6.45529 2.23549
14 C -2.17164 0.68096 -0.80293
15 S -3.50734 0.70842 0.50077
16 C -4.31577 -0.97353 0.72445
17 C -5.78770 -0.72994 1.45565
18 C 0.09257 1.91372 -1.59966
19 C -0.64457 3.17622 -2.29741
20 O -1.89491 3.59963 -2.27838
21 O 0.28230 4.10436 -3.04011
22 N 0.55756 1.05199 -2.74758
23 Cl -0.55171 1.15645 -4.11539
24 C 0.53260 -0.38570 -2.39363
25 F 1.16692 -1.30995 -3.41418
26 C 1.04705 -0.76871 -0.82225
27 C 2.56909 -0.26593 -0.97026
28 C 3.75117 -0.39188 0.12180
29 C 4.63337 1.03490 0.24994
30 C 5.97753 0.67542 1.11917
31 C 5.72779 0.75857 2.77110
32 C 6.74889 -0.23565 3.61666
33 C 5.79530 -1.40494 4.32410
34 C 0.66538 -2.35374 -1.02848
35 Cl -1.08795 -3.04354 -1.33941
36 C 1.56299 -3.52911 -1.15959
37 C 1.05043 -5.10231 -1.43603
38 Cl 3.36300 -3.41401 -1.08640
39 H 2.56704 2.01693 2.95192
40 H -1.11877 -0.06871 1.89736
41 H -1.53412 -1.42989 0.76786
42 H -0.60893 -2.80662 2.37424
43 H 1.59831 -3.50220 2.64864
44 H 2.22932 -1.77460 3.03974
45 H 2.19897 -2.38357 1.26354
46 H -1.93358 2.94380 0.22460
47 H -1.31659 2.07333 1.76689
48 H 1.13151 3.49293 0.68061
49 H -0.29329 4.59643 0.13671
50 H 0.87540 4.95259 3.92265
51 H 1.96877 4.25976 2.54893
52 H 2.22262 6.80631 2.68595
53 H 0.30051 7.11861 2.64531
54 H 1.23199 6.45593 1.05508
55 H -2.53848 1.18667 -1.78888
56 H -2.14300 -0.48109 -1.08498
57 H -4.46616 -1.48095 -0.34588
58 H -3.65891 -1.69855 1.39108
59 H -6.00562 0.43317 1.59886
60 H -5.73578 -1.30074 2.49610
61 H -6.67279 -1.25553 0.85162
62 H 1.11949 2.37138 -1.18844
63 H -0.60905 -0.67491 -2.56772
64 H 2.65675 0.89312 -1.26507
65 H 3.07845 -0.76361 -1.93624
66 H 3.47101 -0.63754 1.22159
67 H 4.63636 -1.14602 -0.15731
68 H 3.99981 1.92862 0.64359
69 H 5.01410 1.33186 -0.83950
70 H 6.89037 1.37074 0.79064
71 H 6.37846 -0.43526 0.94431
72 H 4.60739 0.42611 2.97542
73 H 5.87526 1.90499 3.04415
74 H 7.24319 0.43349 4.46883
75 H 7.57468 -0.74485 2.93974
76 H 6.41104 -1.97648 5.15509
77 H 4.85452 -0.83901 4.78629
78 H 5.34347 -2.14914 3.51128
79 H 0.40445 -5.42408 -0.48753
80 H 1.93465 -5.85290 -1.55923
81 H 0.41475 -5.18258 -2.44374
82 Cl -8.88463 -2.82851 -0.07702
83 C -8.41825 -4.43921 0.49560
84 Cl -6.67481 -4.68791 0.30102
85 Cl -8.89293 -4.65909 2.18855
86 H -8.94199 -5.18448 -0.10849
87 Cl 6.51503 -4.27196 -4.65666
88 C 4.93591 -5.06959 -4.75635
89 Cl 4.78216 -6.30470 -3.49534
90 Cl 3.62894 -3.88034 -4.62504
91 H 4.85869 -5.56005 -5.73007
92 Cl -8.66047 -0.62391 -2.39513
93 C -10.12705 0.31769 -2.71497
94 Cl -11.54970 -0.50087 -2.04764
95 Cl -9.97671 1.95052 -2.04343
96 H -10.25370 0.40081 -3.79742
97 Cl -5.01211 2.10732 -4.82915
98 C -4.32016 3.73773 -4.88131
99 Cl -3.13763 3.86992 -6.19411
100 Cl -5.59837 4.95016 -5.07093
101 H -3.80629 3.92420 -3.93484

Here are the Mulliken charges for atoms 1 to 8, given in e: -1.892, 1.103, 1.574, -0.160, -1.139, -0.457, 0.030, 1.231

---

> The lowest HOMO belongs to which entry?

C14H26N4O5Ta

---

> The lowest LUMO energy belongs to which entry?

C14H26N4O5Ta

---

> Which of these has the highest LUMO energy?

C31H47Cl15FIN2O3S